ORCA calculation (the ωB97M-V functional and the def2-TZVPD basis) on C10H14BF5N6OPdTe as an isolated structure in a non-equilibrium geometry.

Computed properties:
Net charge   0
Relative energy (zero: lowest compared OMol25 entry of this formula, charge and spin)   3.7805 eV
Calculated total energy   -1713.21144 a.u.
Spin multiplicity   3
HOMO level (spin up / spin down)   -8.7 / -8.7 eV
LUMO level (spin up / spin down)   -1.83 / -3.55 eV

Structure (XYZ):
```
39
Properties=species:S:1:pos:R:3:lowdin_spin:R:1
Te 1.460 0.879 3.984 0.004
Pd 2.157 0.315 0.793 1.343
F 2.796 0.800 5.361 0.000
F 1.666 2.777 3.739 -0.001
F 0.986 -0.983 4.055 0.000
F 0.224 1.199 5.412 0.000
F 0.025 1.029 2.720 -0.002
O 2.798 0.545 2.742 0.141
N 0.733 1.532 -0.195 0.131
N 0.964 -0.698 -1.929 0.024
N 1.410 -0.822 -0.603 0.174
N 0.307 1.577 -1.542 0.013
N -1.725 0.056 -2.502 0.000
N -2.393 0.101 -1.284 0.000
C -3.851 -0.658 -2.827 0.000
C 2.688 -2.137 -1.871 0.021
C 1.831 -1.402 -2.696 0.050
C 1.075 3.594 -0.999 0.009
C -3.601 -0.417 -1.450 0.000
C 2.395 -1.763 -0.555 0.042
C -2.634 -0.338 -3.457 0.000
C -2.196 -2.836 3.614 0.000
C 0.636 2.790 -2.053 0.021
C 1.049 2.802 0.151 0.016
B -0.137 0.359 -2.433 -0.001
H -4.198 -0.678 -0.585 0.000
H 3.453 -2.809 -2.189 0.001
H 0.145 0.585 -3.575 0.000
H -1.493 -1.998 3.463 0.000
H 1.449 4.593 -1.079 0.001
H 0.582 2.972 -3.128 0.002
H 1.797 -1.293 -3.771 0.003
H -2.430 -0.308 -4.508 0.000
H -1.695 -3.604 4.239 0.000
H -4.777 -0.992 -3.242 0.000
H -2.399 -3.251 2.610 0.000
H 2.773 -2.141 0.385 0.009
H -3.089 -2.463 4.025 0.000
H 1.219 3.084 1.181 0.000
```